(1)
This record from the Open Molecules 2025 dataset describes the molecule C6H10 at a distorted geometry. The level of theory is ωB97M-V/def2-TZVPD.

energy above the lowest of the compared OMol25 structures with the same formula, charge and spin	278.4	kJ/mol
spin multiplicity	1
HOMO	-0.3082	Eh
SMILES	C=C[C@@H]1C[C@@H]1C

XYZ file:
```
16
C6H10, DFT ωB97M-V/def2-TZVPD
C 1.8319 -0.3582 0.6209
C 1.0529 0.1785 -0.5330
C -0.0289 -0.5865 -1.1401
C -2.0981 -0.2592 0.5376
C -1.2837 0.7994 0.6334
C -0.2090 0.9557 -0.3393
H 2.3674 0.4687 1.0950
H 2.5437 -1.1108 0.2751
H 1.1591 -0.8061 1.3601
H 1.6298 0.6823 -1.3012
H -0.2790 -0.6239 -2.1887
H -0.2178 -1.5633 -0.6517
H -2.7746 -0.5516 1.3223
H -2.1229 -0.8298 -0.3830
H -1.5078 1.5935 1.3489
H -0.0629 2.0112 -0.6564
```

---

(2)
This record from the Open Molecules 2025 dataset describes a 3-piece molecular cluster, C14H21FN4O overall. The level of theory is ωB97M-V/def2-TZVPD.

energy above the lowest of the compared OMol25 structures with the same formula, charge and spin	0.0	kJ/mol
spin multiplicity	1
HOMO	-0.3934	Eh
SMILES	N#C[C@H](F)[C@@H](C#N)CCO.CCCC#N.CCCC#N

XYZ file:
```
41
C14H21FN4O, DFT ωB97M-V/def2-TZVPD
N 3.5244 -2.4409 4.6477
C 3.0134 -1.9614 3.7377
C 2.4324 -1.3533 2.5302
F 2.6016 0.0299 2.6030
C 0.9367 -1.6541 2.3785
C 0.7768 -3.0118 1.8533
N 0.6495 -4.0949 1.4951
C 0.1173 -1.4437 3.6528
C -1.3799 -1.5127 3.3374
O -2.1451 -0.9530 4.3932
H 2.9809 -1.7163 1.6596
H 0.5748 -0.9645 1.6103
H 0.3759 -2.1925 4.3991
H 0.3172 -0.4448 4.0385
H -1.5541 -0.9374 2.4299
H -1.6741 -2.5460 3.1503
H -2.5389 -1.6707 4.8976
C -0.6146 2.6241 -0.7840
C -1.3619 3.1865 0.4185
C -1.5768 2.1173 1.4941
C -2.3996 1.0160 0.9879
N -3.0808 0.1786 0.5903
H -1.1777 1.8226 -1.2629
H -0.4401 3.3990 -1.5316
H 0.3529 2.2207 -0.4880
H -2.3272 3.5943 0.1136
H -0.7914 4.0081 0.8548
H -2.0737 2.5281 2.3735
H -0.6126 1.7154 1.8144
C -0.2452 -0.9871 -5.1677
C 0.2210 0.4536 -5.3399
C 1.5573 0.7351 -4.6424
C 1.4651 0.5064 -3.2002
N 1.3930 0.3195 -2.0678
H -0.4192 -1.2256 -4.1178
H -1.1797 -1.1536 -5.7025
H 0.4948 -1.6886 -5.5569
H -0.5380 1.1343 -4.9501
H 0.3359 0.6786 -6.4014
H 1.8660 1.7685 -4.8023
H 2.3407 0.0879 -5.0397
```

---

(3)
This record from the Open Molecules 2025 dataset describes an isolated ion of composition C8H13BrN and charge +1. The level of theory is ωB97M-V/def2-TZVPD.

energy above the lowest of the compared OMol25 structures with the same formula, charge and spin	0.0	kJ/mol
spin multiplicity	1
total charge	+1
HOMO	-0.4452	Eh
SMILES	C[NH2+]/C=C/C(C)=C\C=C/Br

XYZ file:
```
23
C8H13BrN, DFT ωB97M-V/def2-TZVPD
C -0.5233 -2.0417 -0.5519
C -1.4886 -1.4011 -1.4257
C 0.5484 -0.1668 0.7221
C 0.2783 -1.5676 0.4145
C 0.9216 0.7565 -0.1562
C -2.3863 -0.4573 -1.1546
C 1.0164 -2.5272 1.3112
C 0.1442 3.0773 -0.2344
N 1.1854 2.1367 0.2455
Br -2.5142 0.4483 0.5009
H -0.5164 -3.1171 -0.6922
H -1.5840 -1.8641 -2.4018
H 0.5438 0.0731 1.7820
H 0.9560 0.5771 -1.2200
H -3.1290 -0.1203 -1.8575
H 1.7828 -2.0226 1.8932
H 1.4872 -3.3115 0.7243
H 0.3205 -2.9968 2.0045
H -0.8233 2.7677 0.1578
H 0.3623 4.0901 0.0972
H 0.1058 3.0566 -1.3208
H 1.2109 2.1756 1.2730
H 2.1013 2.4351 -0.1112
```

---

(4)
This record from the Open Molecules 2025 dataset describes a 2-piece molecular cluster, H6NS overall. The level of theory is ωB97M-V/def2-TZVPD.

energy above the lowest of the compared OMol25 structures with the same formula, charge and spin	20.8	kJ/mol
spin multiplicity	1
total charge	+1
HOMO	-0.5289	Eh

XYZ file:
```
8
H6NS, DFT ωB97M-V/def2-TZVPD
S 0.6178 -0.1743 -1.0966
H -0.1493 0.8617 -1.5097
H -0.4614 -0.9770 -1.0805
N -0.8882 0.2952 1.9185
H -0.5797 1.2552 2.0808
H -0.2079 -0.3515 2.3370
H -1.8157 0.0839 2.2791
H -0.8725 0.0758 0.9062
```

---

(5)
This record from the Open Molecules 2025 dataset describes C30H34BN8O5PRuS as an isolated structure at a distorted geometry. The level of theory is ωB97M-V/def2-TZVPD.

⟨S²⟩	8.76
energy above the lowest of the compared OMol25 structures with the same formula, charge and spin	0.0	kJ/mol
spin multiplicity	6
total charge	+1
HOMO (alpha / beta)	-0.3667 / -0.4112	Eh

XYZ file:
```
81
C30H34BN8O5PRuS, DFT ωB97M-V/def2-TZVPD
Ru 0.0704 0.4678 0.6046
C 0.7778 -0.4772 4.7923
C 0.3659 -0.8533 3.5153
N 0.5401 0.2411 2.6858
N 1.0711 1.2821 3.4294
C 1.1414 0.8766 4.7053
B 1.2305 2.7238 2.7951
N -0.1972 3.0899 2.4859
C -0.7352 4.2879 2.6959
C -1.8857 4.4324 1.9473
C -2.0606 3.2155 1.2616
N -1.0718 2.3514 1.5921
N 1.9419 2.6424 1.4210
C 3.0448 3.2507 0.9842
C 2.9717 3.3572 -0.4290
C 1.7850 2.7570 -0.8091
N 1.1977 2.2361 0.2684
H 0.7794 -1.0797 5.6826
H -0.0494 -1.7883 3.1371
H 1.4721 1.5424 5.4707
H 1.8831 3.4526 3.5396
H -0.2866 4.9777 3.4056
H -2.4904 5.3213 1.8932
H -2.8260 2.9137 0.5545
H 3.7633 3.6750 1.6847
H 3.6944 3.8011 -1.0884
H 1.2649 2.6636 -1.7659
O -2.7835 -2.9890 0.9111
S -1.7726 -2.3341 0.1103
O -1.4048 -1.0286 0.8719
O -2.0561 -2.0368 -1.2890
C -0.2583 -3.2938 0.1808
C -0.3634 -4.6642 0.4856
C 0.7523 -5.4794 0.3627
C 1.9670 -4.9245 -0.0558
C 2.1004 -3.5649 -0.2833
C 0.9760 -2.7352 -0.1329
P 1.0562 -0.9992 -0.5999
C 2.8378 -0.7055 -0.5528
C 3.4631 -0.9089 0.6782
C 4.8517 -0.8544 0.8566
C 5.6119 -0.4518 -0.2538
C 4.9988 -0.0714 -1.4498
C 3.6359 -0.2920 -1.6234
C 0.5790 -1.0827 -2.3588
C 0.5632 0.1053 -3.1094
C 0.4078 0.0335 -4.4833
C 0.3210 -1.2074 -5.1115
C 0.2655 -2.3889 -4.3780
C 0.4042 -2.3203 -2.9842
H -1.3431 -5.0607 0.7450
H 0.6692 -6.5471 0.4945
H 2.8584 -5.5610 -0.2217
H 3.0440 -3.1422 -0.6581
H 2.8910 -1.1549 1.5757
H 5.2899 -1.0160 1.8387
H 6.6700 -0.4111 -0.1277
H 5.6194 0.3887 -2.2623
H 3.1924 -0.0688 -2.6020
H 0.6223 1.0359 -2.5700
H 0.3648 0.9430 -5.0851
H 0.2682 -1.2129 -6.2108
H 0.0609 -3.3506 -4.8776
H 0.2807 -3.2514 -2.4060
C -2.3214 2.2599 -2.9932
O -1.4857 1.9230 -1.8474
H -2.7903 3.2495 -2.8294
H -3.0863 1.4724 -3.1679
H -1.6521 2.3578 -3.8408
H -1.9916 1.4443 -1.1499
C -6.8010 -0.1843 1.0052
N -5.4713 0.1937 1.3979
C -4.4623 0.2295 0.4827
N -4.6393 -0.5095 -0.6665
O -3.4365 0.9089 0.6824
H -7.5094 -0.1663 1.8585
H -6.7987 -1.2316 0.6134
H -7.2054 0.4937 0.2039
H -5.3298 0.8283 2.1696
H -5.2994 -1.2682 -0.7071
H -3.7530 -0.7588 -1.0950
```

---

(6)
This record from the Open Molecules 2025 dataset describes a 5-piece molecular cluster, C49H77ClN3O overall at a distorted geometry. The level of theory is ωB97M-V/def2-TZVPD.

energy above the lowest of the compared OMol25 structures with the same formula, charge and spin	28.4	kJ/mol
spin multiplicity	1
total charge	+1
HOMO	-0.3839	Eh

XYZ file:
```
131
C49H77ClN3O, DFT ωB97M-V/def2-TZVPD
C -5.7161 1.8820 6.0351
C -4.5877 2.5674 5.2369
C -4.7270 2.3910 3.7097
C -3.6178 1.5313 3.0773
C -4.1125 0.6159 1.9670
C -4.9877 -0.5374 2.4799
C -4.7321 -1.8697 1.7794
C -4.8783 -1.8046 0.2487
C -3.7865 -2.5145 -0.5376
C -2.4487 -1.7882 -0.6587
C -2.5408 -0.4215 -1.3627
C -1.2905 -0.0499 -2.1731
C -0.1519 0.6130 -1.4025
C 0.7558 -0.4355 -0.7398
N 2.1746 -0.0030 -0.5817
C 2.6120 0.5928 0.5595
N 2.1400 1.8691 0.8303
C 2.9903 2.9485 0.2729
C 2.8074 3.0911 -1.2309
C 3.9498 3.8710 -1.8738
Cl 1.2379 3.8528 -1.5896
N 3.4821 -0.0067 1.3441
O 4.0349 0.7448 2.3578
C 3.5769 0.3389 3.6614
C 2.1275 0.6532 3.9305
C 3.9834 -1.3857 1.1666
C 5.4461 -1.4963 1.6168
C 3.0372 -2.3955 1.8691
C 2.3337 -3.3744 0.9188
C 1.0046 -3.8912 1.4893
H -5.3332 1.4720 6.9640
H -6.4835 2.6126 6.2662
H -6.1565 1.0857 5.4431
H -3.6263 2.1882 5.5727
H -4.6097 3.6303 5.4611
H -4.6842 3.3740 3.2498
H -5.6864 1.9366 3.4798
H -3.1201 0.9198 3.8288
H -2.8604 2.1917 2.6520
H -4.6175 1.1931 1.1940
H -3.2390 0.1666 1.4872
H -6.0452 -0.2872 2.4264
H -4.7484 -0.6627 3.5376
H -3.7495 -2.2502 2.0620
H -5.4537 -2.5833 2.1729
H -4.9986 -0.7738 -0.0738
H -5.8089 -2.3101 -0.0048
H -4.1441 -2.6593 -1.5580
H -3.6081 -3.5063 -0.1240
H -1.9978 -1.6423 0.3262
H -1.7649 -2.4182 -1.2289
H -3.4136 -0.3752 -2.0065
H -2.6461 0.3327 -0.5853
H -1.6095 0.6733 -2.9226
H -0.9020 -0.9092 -2.7175
H 0.4748 1.1435 -2.1187
H -0.4892 1.3484 -0.6784
H 0.3466 -0.7578 0.2141
H 0.8149 -1.2721 -1.4291
H 2.8299 -0.6870 -0.9288
H 1.9681 1.9869 1.8195
H 2.6391 3.8674 0.7308
H 4.0440 2.7861 0.4893
H 2.7707 2.1125 -1.7008
H 4.8762 3.4145 -1.5343
H 3.8715 3.7808 -2.9503
H 3.9027 4.9127 -1.5746
H 4.2061 0.9080 4.3389
H 3.7944 -0.7106 3.8437
H 1.8989 0.3051 4.9351
H 1.4454 0.1439 3.2546
H 1.9466 1.7241 3.9292
H 4.0055 -1.6530 0.1171
H 5.6464 -0.9502 2.5273
H 6.1038 -1.1083 0.8436
H 5.6820 -2.5412 1.7809
H 2.2786 -1.8746 2.4488
H 3.6127 -2.9777 2.5856
H 2.9785 -4.2254 0.7231
H 2.1525 -2.8778 -0.0309
H 0.9480 -3.7122 2.5611
H 0.8940 -4.9606 1.3455
H 0.1504 -3.3933 1.0387
C 0.5227 -0.2893 -7.2011
C 0.9690 -0.7166 -5.9592
C 1.2460 0.2115 -4.9659
C 1.0734 1.5669 -5.2085
C 0.6259 1.9938 -6.4505
C 0.3530 1.0663 -7.4466
H 0.3080 -1.0117 -7.9772
H 1.0991 -1.7743 -5.7652
H 1.5976 -0.1234 -3.9955
H 1.2846 2.2916 -4.4305
H 0.4890 3.0497 -6.6421
H 0.0074 1.4005 -8.4156
C 8.3892 0.3307 -3.7483
C 7.2812 -0.0544 -3.0071
C 6.0472 0.5289 -3.2559
C 5.9188 1.4913 -4.2481
C 7.0254 1.8740 -4.9909
C 8.2612 1.2951 -4.7381
H 9.3524 -0.1227 -3.5565
H 7.3815 -0.8125 -2.2403
H 5.1786 0.2290 -2.6788
H 4.9526 1.9387 -4.4451
H 6.9254 2.6219 -5.7660
H 9.1259 1.5945 -5.3148
C 4.7615 -3.9582 -2.6181
C 5.1563 -4.8584 -3.5969
C 4.8873 -4.5929 -4.9322
C 4.2293 -3.4250 -5.2915
C 3.8351 -2.5238 -4.3140
C 4.0998 -2.7938 -2.9802
H 4.9723 -4.1659 -1.5767
H 5.6749 -5.7661 -3.3194
H 5.1930 -5.2969 -5.6942
H 4.0246 -3.2159 -6.3331
H 3.3263 -1.6107 -4.5923
H 3.7903 -2.0879 -2.2178
C -11.3034 2.4592 6.3786
C -10.4356 1.4503 6.7724
C -9.4647 0.9888 5.8955
C -9.3577 1.5408 4.6267
C -10.2237 2.5510 4.2335
C -11.1985 3.0085 5.1089
H -12.0623 2.8171 7.0617
H -10.5168 1.0232 7.7633
H -8.7908 0.1989 6.2016
H -8.5979 1.1835 3.9426
H -10.1398 2.9819 3.2442
H -11.8768 3.7933 4.8011
```